Computed, not measured: C14H32F5InO8PS as an isolated structure, with the ωB97M-V functional and the def2-TZVPD basis.

The energy is -70301.9739 eV. Its largest force on an atom is 0.6 eV/A. As for the frontier orbital gap: 0.267 hartree. As for the charge: -1.

Positions of all 62 atoms, in Å:
1 O -1.54 -2.97 -1.29
2 P -0.72 -3.56 -2.59
3 O 0.41 -2.39 -2.82
4 S -1.87 -3.62 -4.17
5 In 0.27 -5.90 -2.25
6 C 2.18 -5.51 -1.03
7 F 2.88 -6.66 -0.68
8 F 1.87 -4.89 0.19
9 C 3.22 -4.56 -1.71
10 F 4.49 -5.02 -1.63
11 F 2.96 -4.40 -3.02
12 F 3.22 -3.32 -1.17
13 H -1.26 -2.07 -1.08
14 H 0.91 -2.21 -2.01
15 H 0.74 -6.50 -3.82
16 H -0.78 -6.95 -1.34
17 C -3.91 -0.04 -2.16
18 O -3.41 0.71 -1.07
19 C -3.72 2.08 -1.14
20 C -3.63 2.71 0.23
21 O -4.72 2.40 1.08
22 C -4.67 1.13 1.71
23 C -3.73 1.06 2.89
24 O -2.38 0.97 2.48
25 C -1.48 1.34 3.49
26 H -3.45 0.28 -3.10
27 H -3.65 -1.08 -1.99
28 H -5.00 0.05 -2.25
29 H -4.72 2.23 -1.56
30 H -2.99 2.59 -1.80
31 H -3.68 3.80 0.09
32 H -2.68 2.47 0.70
33 H -4.44 0.34 0.99
34 H -5.68 0.96 2.09
35 H -3.99 0.18 3.49
36 H -3.88 1.95 3.52
37 H -1.65 2.37 3.82
38 H -0.47 1.27 3.08
39 H -1.55 0.67 4.36
40 C 5.83 2.91 0.42
41 O 4.70 2.09 0.25
42 C 4.58 1.11 1.27
43 C 3.15 0.64 1.40
44 O 2.30 1.56 2.07
45 C 1.81 2.65 1.32
46 C 0.67 2.28 0.40
47 O 1.14 1.63 -0.77
48 C 0.15 0.81 -1.35
49 H 6.76 2.34 0.36
50 H 5.82 3.65 -0.37
51 H 5.80 3.43 1.39
52 H 4.91 1.52 2.23
53 H 5.21 0.25 1.01
54 H 3.16 -0.25 2.03
55 H 2.74 0.36 0.43
56 H 2.60 3.15 0.76
57 H 1.41 3.35 2.06
58 H 0.13 3.20 0.11
59 H -0.03 1.63 0.94
60 H -0.19 0.05 -0.63
61 H 0.58 0.32 -2.22
62 H -0.72 1.40 -1.66